{
  "formula": "C43H42ClF3NO17P",
  "method": "the ωB97M-V functional and the def2-TZVPD basis",
  "gap_ev": 4.5,
  "charge": 0,
  "symbols": ["Cl", "P", "F", "F", "F", "O", "O", "O", "O", "O", "O", "O", "O", "O", "O", "O", "O", "O", "O", "O", "O", "O", "N", "C", "C", "C", "C", "C", "C", "C", "C", "C", "C", "C", "C", "C", "C", "C", "C", "C", "C", "C", "C", "C", "C", "C", "C", "C", "C", "C", "C", "C", "C", "C", "C", "C", "C", "C", "C", "C", "C", "C", "C", "C", "C", "C", "H", "H", "H", "H", "H", "H", "H", "H", "H", "H", "H", "H", "H", "H", "H", "H", "H", "H", "H", "H", "H", "H", "H", "H", "H", "H", "H", "H", "H", "H", "H", "H", "H", "H", "H", "H", "H", "H", "H", "H", "H", "H"],
  "coordinates": [[1.216, 3.717, -0.426], [-3.084, 2.439, -0.857], [-2.308, 0.552, 1.179], [-0.437, -0.239, 0.536], [-0.563, 1.824, 1.086], [-2.760, 3.300, 0.452], [6.345, 0.630, 4.778], [3.719, 0.612, 5.161], [-4.060, -0.392, 5.330], [4.063, -2.953, 7.940], [0.907, -2.154, 4.839], [1.474, -2.701, -3.789], [-2.097, -5.667, -6.334], [-0.480, 2.195, -4.232], [-3.203, 3.234, -2.078], [-4.410, 1.653, -0.481], [2.725, -0.151, -0.683], [-5.783, -1.856, -1.608], [3.440, 4.728, 1.832], [-1.940, 0.851, -3.224], [0.708, 1.306, -1.489], [-8.722, -0.024, -5.610], [-3.188, -0.466, -1.805], [4.410, -0.610, 5.300], [-8.049, -0.440, -4.693], [-0.453, 2.027, -1.775], [-0.847, -1.553, 6.296], [4.192, 2.887, 4.774], [-2.097, -1.114, 6.419], [5.815, -0.180, 5.507], [-0.264, 3.562, -1.414], [-7.329, -2.344, -3.317], [-1.588, 1.275, -0.979], [0.970, 4.788, -3.394], [-0.240, -1.778, 4.959], [3.017, 0.765, -1.718], [-1.275, -4.991, -5.756], [3.523, 3.781, 2.586], [-0.080, -2.856, -5.550], [-1.886, 0.094, -1.994], [3.050, -1.505, -0.985], [-6.462, -1.438, -2.525], [4.581, -2.130, 7.215], [-2.324, -1.059, 3.892], [5.986, -1.697, 7.431], [-0.527, -5.520, -4.586], [-8.067, -1.881, -4.322], [-0.979, -3.600, -6.188], [3.673, 1.548, 4.391], [4.125, 3.921, 3.939], [3.836, -1.518, 6.086], [4.539, -1.803, -0.913], [-2.932, -0.822, 5.225], [-1.079, -1.507, 3.767], [-6.436, 0.000, -2.895], [-7.173, 0.461, -3.902], [-1.188, 0.855, 0.434], [0.665, -3.386, -4.380], [6.557, -0.793, 6.640], [-0.943, 1.759, -3.229], [3.019, 2.436, 2.197], [-0.764, -0.963, -2.163], [3.090, 1.405, 3.035], [-0.286, 4.627, -2.523], [1.752, 1.212, -2.446], [0.373, -4.776, -3.949], [-3.220, 3.058, 1.265], [0.931, -5.135, -3.093], [4.916, -1.701, 0.107], [3.890, -0.145, 4.472], [-1.211, -1.960, -2.082], [-0.213, -1.762, 7.148], [-2.945, -0.826, 3.038], [2.645, -1.748, -1.975], [-0.609, -1.668, 2.805], [5.109, -1.124, -1.555], [-8.712, -2.516, -4.916], [-0.477, 5.570, -2.003], [-5.776, 0.628, -2.310], [0.155, -1.841, -5.845], [-2.561, -0.935, 7.380], [0.041, -0.898, -1.443], [2.593, 2.346, 1.207], [-3.240, -0.990, -0.939], [-3.422, -1.086, -2.573], [7.579, -0.462, 6.772], [-0.761, -6.535, -4.291], [-0.336, -0.870, -3.162], [2.517, -2.096, -0.235], [4.617, 2.964, 5.767], [3.671, 0.307, -2.472], [2.728, 0.419, 2.773], [-1.536, -3.239, -7.043], [1.816, 4.217, -3.011], [1.484, 0.497, -3.234], [6.505, -2.160, 8.260], [3.545, 1.623, -1.294], [-1.046, 3.834, -0.716], [1.923, 2.182, -2.923], [-1.170, 4.444, -3.136], [2.815, -1.848, 5.942], [-4.504, 1.352, 0.430], [1.289, 5.833, -3.412], [-7.324, -3.387, -3.027], [4.489, 4.907, 4.197], [-7.171, 1.503, -4.197], [0.778, 4.487, -4.424], [4.728, -2.818, -1.272]]
}

{
  "formula": "C43H42ClIN4O4PSc",
  "method": "the ωB97M-V functional and the def2-TZVPD basis",
  "de_lowest_ev": 0.315,
  "gap_ev": [5.7, 5.0],
  "charge": 0,
  "symbols": ["I", "Sc", "Cl", "P", "O", "O", "O", "O", "N", "N", "N", "N", "C", "C", "C", "C", "C", "C", "C", "C", "C", "C", "C", "C", "C", "C", "C", "C", "C", "C", "C", "C", "C", "C", "C", "C", "C", "C", "C", "C", "C", "C", "C", "C", "C", "C", "C", "C", "C", "C", "C", "C", "C", "C", "C", "H", "H", "H", "H", "H", "H", "H", "H", "H", "H", "H", "H", "H", "H", "H", "H", "H", "H", "H", "H", "H", "H", "H", "H", "H", "H", "H", "H", "H", "H", "H", "H", "H", "H", "H", "H", "H", "H", "H", "H", "H", "H"],
  "coordinates": [[5.017, -2.230, -0.311], [0.400, -0.331, 0.100], [3.554, -3.290, 5.067], [-0.086, -0.116, -2.618], [-0.046, -2.291, 0.377], [-2.392, 3.371, -0.779], [-1.014, 1.572, -0.284], [2.332, -0.503, 0.047], [1.218, -4.164, 0.096], [-4.494, 0.963, 2.073], [-0.157, -3.892, 1.953], [0.741, -0.024, 2.155], [-0.910, -4.380, -4.204], [3.812, 1.220, -4.701], [-4.071, -0.111, 2.953], [-1.813, 0.524, -4.601], [3.846, 0.251, -3.706], [0.182, -5.212, 2.470], [2.674, -0.142, -3.080], [3.207, -2.413, 3.599], [-1.125, -3.127, 2.725], [2.124, -1.511, 3.574], [3.744, -1.976, 1.314], [-1.424, 0.816, -3.276], [-2.432, 2.808, 2.864], [-2.317, 2.100, 1.675], [2.662, -1.101, 1.209], [-1.371, 3.563, 3.348], [-0.346, -1.807, -3.279], [-3.405, 2.316, -4.592], [4.017, -2.630, 2.508], [0.346, -3.429, 0.799], [-1.399, -2.543, -2.736], [1.341, -1.177, 4.702], [0.140, -3.657, -4.749], [-0.065, 2.967, 1.428], [1.615, -3.794, -1.252], [-2.777, 1.235, -5.264], [-2.077, 1.886, -2.575], [1.843, -0.874, 2.334], [1.694, -5.467, 0.551], [-5.732, 0.614, 1.402], [0.420, -2.374, -4.292], [-1.890, 2.376, -1.265], [-3.461, 1.293, 1.107], [-3.065, 2.626, -3.314], [0.094, 0.342, 3.308], [1.453, 0.421, -3.453], [-1.122, 2.208, 0.971], [-0.180, 3.632, 2.640], [1.589, -5.579, 2.055], [1.427, 1.400, -4.442], [-1.683, -3.818, -3.195], [2.605, 1.797, -5.063], [0.357, -0.196, 4.537], [4.729, 1.533, -5.184], [4.864, -3.296, 2.590], [-3.048, 0.978, -6.279], [-2.084, -3.652, 2.742], [-4.840, -0.306, 3.701], [-1.320, -0.294, -5.114], [-3.906, 1.878, 0.299], [2.683, -3.960, -1.361], [-3.367, 2.757, 3.404], [0.485, 1.854, -4.722], [-0.664, 1.095, 3.200], [-1.264, -2.142, 2.294], [0.833, 3.041, 0.826], [-4.165, 2.899, -5.097], [1.831, -6.591, 2.375], [-6.068, 1.448, 0.786], [4.787, -0.190, -3.403], [1.238, -1.815, -4.729], [-5.625, -0.273, 0.754], [1.549, -1.623, 5.662], [-1.132, -5.376, -4.568], [0.093, -5.170, 3.556], [-6.503, 0.400, 2.143], [1.071, -4.387, -1.991], [-0.213, 0.162, 5.385], [-3.151, 0.159, 3.470], [-1.477, 4.100, 4.282], [2.574, 2.560, -5.830], [2.294, -4.891, 2.526], [1.412, -2.748, -1.431], [-0.540, -5.950, 2.104], [-2.013, -2.108, -1.953], [0.647, 4.218, 3.015], [-2.510, -4.373, -2.769], [2.732, -5.557, 0.227], [1.120, -6.258, 0.056], [0.740, -4.087, -5.542], [-0.762, -3.006, 3.745], [-3.886, -1.049, 2.396], [-3.065, 0.371, 0.636], [-3.546, 3.447, -2.802], [2.725, -0.876, -2.285]]
}

{
  "formula": "C43H42MnN5O4Si",
  "method": "the ωB97M-V functional and the def2-TZVPD basis",
  "de_lowest_ev": 2.641,
  "gap_ev": [6.8, 6.8],
  "charge": -1,
  "spin_multiplicity": 2,
  "symbols": ["Mn", "Si", "O", "O", "O", "O", "N", "N", "N", "N", "N", "C", "C", "C", "C", "C", "C", "C", "C", "C", "C", "C", "C", "C", "C", "C", "C", "C", "C", "C", "C", "C", "C", "C", "C", "C", "C", "C", "C", "C", "C", "C", "C", "C", "C", "C", "C", "C", "C", "C", "C", "C", "C", "C", "H", "H", "H", "H", "H", "H", "H", "H", "H", "H", "H", "H", "H", "H", "H", "H", "H", "H", "H", "H", "H", "H", "H", "H", "H", "H", "H", "H", "H", "H", "H", "H", "H", "H", "H", "H", "H", "H", "H", "H", "H", "H"],
  "coordinates": [[0.368, -1.047, 0.054], [-1.222, -2.327, 1.524], [-2.609, 2.448, -1.070], [2.472, -0.641, -3.749], [2.152, -0.030, 3.432], [1.764, -0.416, -1.667], [-0.494, -1.754, -2.150], [1.964, -0.901, 1.260], [-0.777, 1.202, -1.774], [0.009, 0.866, 0.780], [0.459, -1.559, -3.149], [1.569, -0.848, -2.781], [-0.377, 1.619, -5.394], [1.751, -3.600, 0.324], [-3.229, -6.023, 1.620], [-3.270, -0.079, -2.712], [-5.036, 0.293, 2.484], [0.366, -2.163, 5.395], [-1.542, 2.513, 1.505], [-0.998, 1.708, 0.515], [-2.576, -4.848, 1.962], [-3.281, -0.425, 1.015], [1.029, -3.373, 5.535], [-1.484, 0.946, -5.900], [-1.550, 1.806, -0.896], [-0.334, -1.882, 4.229], [-2.239, 0.512, -3.632], [-4.533, -0.549, 3.471], [-1.103, 1.170, -3.120], [-3.411, -1.325, 3.219], [-0.013, 1.561, 3.068], [4.139, -3.880, 0.971], [0.983, -4.297, 4.499], [0.514, 0.822, 2.019], [-0.398, -2.794, 3.174], [-3.338, -6.399, 0.285], [-2.789, -5.584, -0.693], [3.113, -1.711, 1.305], [-2.139, -4.409, -0.332], [-4.410, 0.353, 1.248], [5.360, -3.402, 1.415], [-1.063, 2.420, 2.801], [2.100, -0.833, -5.118], [3.030, -3.050, 0.891], [4.632, 0.278, 1.827], [1.015, 2.479, -3.482], [4.381, -1.192, 1.645], [-2.399, 0.403, -5.013], [-2.751, -1.275, 1.986], [5.471, -2.056, 1.716], [-2.011, -4.006, 0.996], [0.276, -4.008, 3.340], [1.676, -0.106, 2.300], [-0.170, 1.729, -4.025], [1.732, 2.702, -4.276], [-1.730, -3.792, -1.125], [0.247, -4.756, 2.552], [4.413, 0.601, 2.844], [-3.277, -0.114, -5.392], [0.420, 1.439, 4.049], [0.342, 2.072, -6.071], [-0.830, -0.921, 4.136], [-0.252, -2.514, -1.529], [-5.907, 0.907, 2.684], [-3.035, -1.978, 4.002], [2.887, -0.366, -5.702], [-2.500, -4.576, 3.011], [-2.867, -5.858, -1.740], [3.994, 0.865, 1.162], [0.692, 3.424, -3.037], [1.503, -5.244, 4.591], [0.934, -3.621, 1.047], [-2.814, -0.743, -1.970], [6.436, -1.642, 1.992], [-1.635, 0.858, -6.969], [1.446, -2.995, -0.545], [-3.762, 0.714, -2.145], [2.067, -1.896, -5.376], [-2.784, -0.343, 0.053], [-1.509, 3.011, 3.592], [-2.362, 3.158, 1.222], [-3.655, -6.647, 2.397], [-5.016, -0.599, 4.441], [1.588, -3.591, 6.438], [-3.847, -7.316, 0.013], [4.038, -4.918, 0.670], [-4.755, 1.032, 0.477], [1.511, 1.922, -2.685], [1.143, -0.359, -5.329], [0.577, -2.280, -3.845], [1.894, -4.614, -0.053], [6.220, -4.057, 1.481], [-4.012, -0.648, -3.275], [-1.397, -1.958, -2.558], [5.673, 0.504, 1.590], [0.408, -1.422, 6.185]]
}

{
  "formula": "C43H42N4O10PS2Tl",
  "method": "the ωB97M-V functional and the def2-TZVPD basis",
  "de_lowest_ev": 0.315,
  "gap_ev": 5.7,
  "charge": -2,
  "symbols": ["Tl", "S", "S", "P", "O", "O", "O", "O", "O", "O", "O", "O", "O", "O", "N", "N", "N", "N", "C", "C", "C", "C", "C", "C", "C", "C", "C", "C", "C", "C", "C", "C", "C", "C", "C", "C", "C", "C", "C", "C", "C", "C", "C", "C", "C", "C", "C", "C", "C", "C", "C", "C", "C", "C", "C", "C", "C", "C", "C", "C", "C", "H", "H", "H", "H", "H", "H", "H", "H", "H", "H", "H", "H", "H", "H", "H", "H", "H", "H", "H", "H", "H", "H", "H", "H", "H", "H", "H", "H", "H", "H", "H", "H", "H", "H", "H", "H", "H", "H", "H", "H", "H", "H"],
  "coordinates": [[-0.058, 0.355, -0.326], [2.847, -1.825, -2.471], [0.141, 2.132, -2.892], [2.277, 0.369, 2.311], [-1.159, -1.799, -1.340], [3.383, 0.655, 1.173], [-2.400, -3.670, -1.206], [2.341, -0.564, -1.867], [-4.524, 5.292, -6.723], [-4.439, 6.667, -5.005], [3.222, 0.308, 3.691], [-2.613, -4.005, 5.179], [2.120, -1.230, 2.130], [-3.601, -5.253, 3.562], [-1.911, -1.148, 1.196], [-2.712, 1.144, -0.633], [-2.577, 2.711, 1.165], [-1.377, 2.705, 0.934], [-3.043, 4.739, -4.891], [-2.411, 3.690, -5.579], [2.426, -3.156, -1.330], [1.105, -3.336, -0.938], [3.568, 1.398, 5.793], [-1.094, 3.088, -3.612], [1.822, -5.130, 0.495], [0.701, -1.373, -4.105], [1.574, 4.589, 1.993], [-3.300, 1.778, 0.376], [-0.205, -1.718, -5.102], [-4.029, 5.646, -5.498], [1.782, -3.523, -4.377], [-0.579, 3.550, 1.738], [1.084, -1.895, 2.882], [-0.960, 4.033, 2.988], [0.692, 3.826, 1.244], [-1.880, -2.655, -0.729], [1.670, -2.763, 3.975], [-2.695, 4.925, -3.549], [0.806, -4.333, -0.022], [3.141, -4.934, 0.104], [3.448, -3.937, -0.815], [-1.473, 2.891, -4.964], [-0.118, -2.949, -5.730], [5.490, 0.489, 0.071], [0.879, -3.853, -5.371], [1.673, -2.286, -3.750], [-2.673, -3.149, 2.983], [-2.509, -1.834, 3.407], [-4.762, 0.004, -1.064], [-3.004, -4.257, 4.016], [-2.112, -2.395, 0.770], [-0.068, 4.777, 3.740], [3.554, 1.553, 4.285], [4.474, -0.238, 0.924], [-2.508, -3.418, 1.629], [-1.770, 4.121, -2.921], [1.202, 5.059, 3.245], [-2.146, -0.873, 2.482], [-5.365, 0.655, -0.002], [-4.625, 1.573, 0.725], [-3.431, 0.290, -1.345], [-0.987, 2.095, -5.514], [4.474, -3.758, -1.121], [-0.996, -1.026, -5.362], [0.327, -2.689, -1.341], [1.899, 5.638, 3.839], [2.830, 2.325, 3.991], [4.538, 1.872, 3.924], [-2.672, -4.412, 1.240], [4.996, 0.891, -0.815], [-2.617, 3.497, -6.629], [2.256, -2.158, 4.668], [2.320, -3.527, 3.543], [0.964, 3.438, 0.267], [0.936, -4.822, -5.853], [-5.038, 2.114, 1.565], [-5.296, -0.727, -1.655], [-0.222, -4.486, 0.286], [6.274, -0.207, -0.239], [5.948, 1.314, 0.622], [-3.185, 5.727, -3.010], [-2.632, -1.598, 4.456], [-1.533, 4.274, -1.875], [2.596, 1.034, 6.132], [0.856, -3.254, 4.515], [-6.395, 0.453, 0.257], [2.548, -4.227, -4.067], [3.929, -5.549, 0.521], [0.403, -1.156, 3.310], [-2.000, 0.166, 2.780], [-0.839, -3.220, -6.492], [0.640, -0.417, -3.594], [4.327, 0.673, 6.091], [1.584, -5.908, 1.211], [3.777, 2.356, 6.275], [0.517, -2.501, 2.175], [-1.950, 3.797, 3.358], [4.904, -0.567, 1.874], [-4.172, 4.428, -6.959], [-2.906, -0.213, -2.151], [2.563, 4.799, 1.603], [-0.357, 5.135, 4.721], [4.095, -1.116, 0.404]]
}

Number 1: DFT total energy -4098.35666 Eh. Number 2: DFT total energy -4043.84187 Eh. Number 3: DFT total energy -3679.08576 Eh. Number 4: DFT total energy -3945.60583 Eh.